Computed, not measured: a structure of composition C33H41GaO5S3Se2, with ωB97M-V/def2-TZVPD.

Orbital gap: 7.260 eV
Relative energy (zero: lowest compared OMol25 entry of this formula, charge and spin): 71.1 kJ/mol
Max |F|: 3.78 eV Å⁻¹
E_HOMO: -0.2705 Eh

Geometry as XYZ:
```
85
Properties=species:S:1:pos:R:3:forces:R:3
Ga 1.236 -0.278 0.099 -0.24 -0.43 1.78
O 6.315 -3.407 1.066 -0.78 1.16 1.34
C 5.744 -2.231 1.747 0.32 0.58 -1.42
C 4.572 -1.652 0.913 -0.96 0.79 1.66
C 4.972 -1.386 -0.508 0.23 -1.30 -1.68
O 6.055 -0.475 -0.654 1.48 -0.31 -0.17
C 3.346 -2.601 1.074 0.31 -0.23 0.14
Se 1.674 -2.611 0.013 0.31 0.66 -0.48
C 4.327 -0.241 1.591 0.65 0.61 -1.60
Se 2.572 0.565 1.929 -0.70 -0.22 -0.22
H 6.909 -3.728 1.746 0.34 -0.55 -0.19
H 6.527 -1.431 1.747 -0.44 -0.57 0.20
H 5.400 -2.384 2.791 0.25 -0.43 -0.58
H 4.136 -0.891 -1.032 0.12 -0.50 0.23
H 5.221 -2.372 -1.021 -0.46 1.15 0.47
H 6.923 -0.931 -0.796 -1.43 0.33 0.33
H 3.012 -2.568 2.099 -0.07 0.44 0.41
H 3.652 -3.630 0.961 0.43 -0.31 -0.31
H 4.873 0.526 0.975 -0.44 -0.87 0.63
H 4.798 -0.199 2.553 0.17 -0.13 0.65
C -6.047 3.173 -4.255 -0.28 0.24 -0.48
C -7.339 2.683 -3.680 -1.89 -1.48 1.41
O -8.437 2.483 -4.158 2.16 0.98 -0.01
S -7.333 2.177 -1.817 -1.28 0.49 -1.19
C -5.745 1.707 -1.336 2.00 0.60 -0.09
C -4.916 2.628 -0.654 -0.83 -0.70 -0.54
C -3.642 2.179 -0.328 0.56 0.93 1.37
C -3.154 0.919 -0.650 -1.07 -1.17 -1.78
C -3.991 -0.005 -1.370 0.53 2.43 1.04
C -5.242 0.436 -1.706 -0.86 0.68 0.51
C -1.792 0.555 -0.490 3.26 -0.13 1.91
C -0.609 0.349 -0.157 -2.57 0.09 -0.97
H -5.340 3.369 -3.444 0.09 -0.42 -0.39
H -6.206 4.123 -4.782 -0.17 -0.24 0.05
H -5.719 2.434 -5.016 0.12 0.37 0.62
H -5.316 3.653 -0.446 0.64 -1.14 0.02
H -3.006 2.798 0.321 -0.14 -0.09 -0.63
H -3.588 -0.942 -1.640 0.17 -0.90 -0.31
H -5.956 -0.155 -2.228 -0.21 -0.73 -0.43
C -2.749 -5.452 5.776 -1.12 2.87 -0.03
C -2.708 -4.300 6.853 0.98 -1.40 0.54
C -1.653 -3.215 6.647 -0.45 0.76 -0.39
S -1.788 -2.281 5.020 1.34 -1.12 -0.25
O -0.687 -1.288 5.109 0.36 0.18 -0.01
C -3.259 -1.316 5.180 -0.65 -0.46 -0.16
C -3.467 -0.365 4.005 1.42 0.99 -0.42
C -2.715 0.984 4.153 0.01 0.69 -1.13
H -3.106 -6.302 6.286 -0.30 -1.28 0.24
H -1.769 -5.577 5.370 0.51 -0.37 -0.37
H -3.481 -5.166 4.978 0.79 -0.43 0.41
H -2.444 -4.838 7.800 -0.15 0.66 -0.48
H -3.689 -3.881 7.032 -0.30 0.19 -0.13
H -0.616 -3.602 6.651 -0.53 0.05 -0.41
H -1.656 -2.435 7.428 -0.23 -0.23 -0.23
H -3.043 -0.810 6.101 -0.72 0.50 0.72
H -4.073 -2.044 5.191 -0.18 0.10 0.58
H -4.506 -0.073 3.817 -0.03 -0.65 0.29
H -3.067 -0.834 3.081 -0.42 0.12 0.39
H -3.054 1.648 4.965 -0.04 -0.54 -0.11
H -2.879 1.544 3.207 -0.22 -0.13 0.47
H -1.628 0.930 4.176 -0.05 -0.52 0.43
O 2.028 0.595 -1.373 0.98 0.13 -1.96
S 2.031 1.923 -2.104 -1.12 0.80 1.68
C 3.506 2.051 -3.022 0.88 -0.29 0.01
C 3.906 3.360 -3.252 -0.32 1.08 0.43
C 5.101 3.644 -3.874 0.30 -1.27 -0.64
C 5.809 2.545 -4.386 -0.90 -0.76 0.40
C 5.414 1.206 -4.204 -0.81 1.32 1.70
C 4.281 0.958 -3.352 0.95 -0.11 -1.53
C 0.844 1.814 -3.402 -0.32 -0.10 -2.23
C 0.860 2.848 -4.343 0.58 0.68 -0.42
C 0.261 2.683 -5.606 0.15 0.26 0.40
C -0.421 1.502 -5.886 -0.64 -1.69 0.93
C -0.475 0.410 -4.950 1.36 2.34 0.71
C 0.179 0.628 -3.711 0.08 0.09 -0.50
H 3.267 4.165 -2.873 0.34 -0.21 -0.07
H 5.514 4.632 -4.015 -0.30 0.13 0.12
H 6.710 2.685 -4.920 0.80 0.37 -0.49
H 6.111 0.481 -4.592 -0.38 -0.53 0.16
H 3.970 -0.021 -2.990 0.22 0.07 -0.37
H 1.453 3.776 -4.154 -0.68 -0.88 -0.17
H 0.403 3.477 -6.372 -0.41 -0.69 0.71
H -1.002 1.341 -6.787 0.43 0.30 -0.28
H -0.885 -0.567 -5.172 -0.24 0.29 -0.08
H 0.282 -0.098 -2.940 -0.29 -1.00 0.19
```
Positions in Å, forces in eV/Å.

Want to see where the charge sits? The Löwdin charges in e are: -0.15 -0.07 -0.18 -0.52 -0.24 -0.08 -0.52 0.66 -0.52 0.67 0.07 0.13 0.14 0.09 0.16 0.12 0.05 0.04 0.07 0.04 -0.05 -0.61 0.00 0.96 -0.62 -0.09 -0.05 -0.24 -0.01 -0.10 -0.09 -0.04 0.07 0.09 0.11 0.12 0.12 0.10 0.09 -0.09 -0.29 -0.33 0.88 -0.53 -0.38 -0.28 -0.12 0.04 0.06 0.08 0.11 0.09 0.09 0.09 0.09 0.09 0.10 0.11 0.08 0.06 0.06 -0.56 1.11 -0.40 -0.11 -0.05 -0.07 -0.02 -0.02 -0.36 -0.08 -0.07 -0.07 -0.02 -0.05 0.11 0.11 0.09 0.10 0.11 0.11 0.12 0.10 0.10 0.08

Computed, not measured: a cluster of 11 separate species, C24H61N20O12S in total, with ωB97M-V/def2-TZVPD.

Orbital gap: 8.509 eV
Max |F|: 2.27 eV Å⁻¹
Charge: +1
E_HOMO: -0.3759 Eh

Geometry as XYZ:
```
118
Properties=species:S:1:pos:R:3:forces:R:3
C -0.634 -8.126 -3.583 0.02 -0.08 0.02
C 0.550 -7.303 -4.127 -0.80 0.05 -0.32
S 1.741 -6.854 -2.839 0.42 -0.60 -0.27
C 2.769 -5.571 -3.621 0.00 0.55 0.03
C 2.658 -4.170 -3.006 0.84 0.22 -0.77
C 3.014 -3.110 -4.074 -0.15 -0.81 0.13
O 3.352 -1.928 -3.361 -0.81 0.17 -0.20
C 2.629 -0.831 -3.737 -0.55 1.65 -0.79
C 2.263 0.102 -2.618 0.70 -0.20 0.11
O 2.320 -0.589 -4.887 0.39 -1.30 1.14
C 0.764 -6.187 -1.466 -0.59 -0.16 0.62
C 0.848 -7.098 -0.233 0.61 0.78 -2.04
C 2.054 -7.686 0.078 0.28 -0.08 0.23
C 2.124 -8.460 1.210 0.95 0.06 -0.25
C 1.004 -8.611 1.985 0.25 -1.02 1.31
C -0.191 -8.039 1.657 -0.71 0.02 0.28
C -0.270 -7.260 0.528 -0.85 0.16 0.01
H -0.611 -8.264 -2.500 0.00 -0.06 -0.08
H -1.581 -7.655 -3.848 0.15 0.17 0.04
H -0.636 -9.111 -4.048 0.05 0.00 0.16
H 1.068 -7.910 -4.872 0.49 0.17 0.28
H 0.192 -6.409 -4.644 0.10 0.05 0.29
H 3.798 -5.923 -3.532 -0.11 -0.11 0.13
H 2.563 -5.556 -4.695 -0.45 -0.17 0.15
H 1.664 -3.914 -2.648 0.10 -0.15 0.22
H 3.428 -4.081 -2.238 -0.45 0.04 0.36
H 3.839 -3.432 -4.716 0.06 0.10 0.13
H 2.127 -2.983 -4.698 0.22 0.35 -0.14
H 3.186 0.461 -2.151 -0.12 -0.15 0.15
H 1.727 0.970 -2.989 -0.04 -0.17 -0.22
H 1.657 -0.385 -1.857 0.12 -0.03 0.00
H -0.270 -6.158 -1.813 0.10 0.29 -0.06
H 1.076 -5.192 -1.150 0.17 0.03 -0.52
H 2.945 -7.539 -0.520 -0.07 0.01 -0.08
H 3.078 -8.906 1.460 -0.14 -0.12 0.22
H 1.076 -9.209 2.889 -0.04 -0.03 -0.08
H -1.067 -8.177 2.275 -0.01 0.02 -0.02
H -1.201 -6.776 0.258 -0.01 -0.01 0.06
C -1.755 -5.607 3.906 -0.03 0.09 0.04
O -2.185 -5.923 2.807 0.08 -0.02 0.08
N -2.400 -4.707 4.707 -0.07 0.15 -0.05
N -0.602 -6.120 4.429 0.01 -0.08 -0.07
H -2.071 -4.432 5.613 0.00 -0.10 0.03
H -3.253 -4.311 4.356 -0.01 -0.02 0.00
H -0.096 -6.780 3.869 0.05 0.04 0.00
H -0.240 -5.867 5.329 -0.03 0.02 0.00
C -0.450 1.353 0.155 -0.57 0.12 0.15
O 0.427 0.675 -0.368 -0.14 0.15 0.10
N -1.177 0.960 1.231 0.38 -0.25 -0.80
N -0.797 2.602 -0.263 0.27 0.27 -0.72
H -1.894 1.526 1.646 -0.08 -0.14 0.06
H -0.989 0.061 1.627 -0.02 0.03 0.28
H -0.315 3.006 -1.045 -0.02 -0.04 -0.01
H -1.509 3.135 0.197 0.03 0.06 -0.03
C 1.456 1.624 -7.880 0.21 -0.04 -0.12
O 0.365 1.912 -7.417 -0.01 -0.04 0.00
N 2.005 2.292 -8.940 -0.29 0.11 -0.04
N 2.218 0.607 -7.372 -0.36 -0.15 0.03
H 2.899 2.068 -9.331 0.02 -0.01 0.06
H 1.472 3.049 -9.341 0.11 0.09 -0.05
H 1.844 0.094 -6.585 0.26 0.29 -0.24
H 3.115 0.353 -7.736 0.01 0.06 -0.02
C -0.796 4.340 3.286 0.52 0.29 -0.14
O -1.816 3.862 3.796 -0.05 -0.11 0.00
N -0.007 3.597 2.462 -0.21 -0.02 0.26
N -0.391 5.610 3.507 -0.48 -0.47 -0.13
H 0.834 3.935 2.033 -0.01 0.09 0.04
H -0.293 2.648 2.291 0.20 -0.12 0.07
H -0.954 6.174 4.113 0.14 0.12 0.04
H 0.434 6.018 3.108 0.05 0.12 0.19
C -2.248 -4.879 -6.122 -0.18 0.19 -0.16
O -1.378 -5.507 -5.522 -0.02 0.03 0.05
N -2.146 -4.579 -7.443 0.15 -0.13 0.00
N -3.378 -4.438 -5.508 0.06 -0.12 0.15
H -2.842 -4.067 -7.951 0.00 0.03 0.03
H -1.323 -4.890 -7.923 -0.02 0.03 -0.02
H -3.482 -4.644 -4.532 -0.03 0.03 -0.01
H -4.100 -3.924 -5.976 0.02 0.02 -0.02
C -1.487 0.108 4.718 -0.06 0.68 0.37
O -1.210 -0.027 3.532 -0.07 -0.57 0.53
N -1.728 -0.950 5.548 0.00 -0.32 -0.06
N -1.573 1.338 5.286 0.08 -0.28 0.12
H -1.956 -0.850 6.519 0.00 0.11 -0.01
H -1.670 -1.868 5.149 0.01 0.03 -0.05
H -1.399 2.134 4.690 -0.12 0.12 -0.02
H -1.801 1.494 6.256 -0.01 -0.01 0.01
C 1.578 5.199 -11.721 0.02 0.04 -0.11
O 1.180 4.815 -10.635 0.05 -0.09 0.05
N 1.691 4.364 -12.798 0.01 -0.11 0.03
N 1.941 6.494 -11.950 0.00 0.07 0.08
H 2.015 4.659 -13.699 -0.01 0.03 0.01
H 1.430 3.406 -12.664 -0.03 0.02 0.00
H 1.869 7.132 -11.179 -0.01 -0.01 0.00
H 2.270 6.833 -12.834 -0.01 -0.03 -0.01
C 1.244 8.092 5.552 -0.03 0.08 0.17
O 1.044 7.779 4.383 0.04 0.07 -0.02
N 2.499 8.158 6.083 0.16 -0.07 -0.10
N 0.243 8.399 6.417 -0.02 -0.15 -0.05
H 2.684 8.413 7.034 -0.08 0.03 0.01
H 3.267 7.940 5.476 -0.01 0.01 0.00
H -0.695 8.366 6.066 0.01 0.05 -0.01
H 0.400 8.656 7.378 -0.07 0.21 0.07
C -0.238 10.636 9.863 -0.10 0.11 0.12
O 0.381 9.925 9.084 0.06 -0.13 -0.10
N 0.345 11.681 10.514 0.13 -0.01 -0.04
N -1.559 10.440 10.141 -0.02 -0.10 -0.09
H -0.141 12.277 11.155 -0.03 -0.02 0.00
H 1.316 11.851 10.330 -0.01 0.00 0.00
H -2.017 9.677 9.678 0.00 0.00 0.02
H -2.084 11.011 10.775 0.03 0.02 0.01
C -4.051 3.452 7.331 -0.03 0.00 -0.22
O -3.172 2.895 7.977 -0.02 -0.10 0.00
N -3.949 3.640 5.990 -0.01 -0.10 0.19
N -5.199 3.920 7.909 -0.01 -0.01 0.22
H -4.647 4.086 5.425 0.01 0.03 0.02
H -3.112 3.304 5.554 0.05 0.19 -0.33
H -5.299 3.792 8.898 0.00 0.00 -0.01
H -5.930 4.377 7.399 0.03 -0.01 -0.04
```
Positions in Å, forces in eV/Å.

Results of the Löwdin charge analysis, in e, for atoms 1 through 99: -0.10 -0.38 1.18 -0.32 -0.19 -0.18 0.00 -0.47 0.02 0.08 -0.26 -0.29 -0.07 -0.07 -0.09 -0.09 -0.04 0.07 0.08 0.08 0.10 0.05 0.10 0.10 0.11 0.13 0.14 0.13 0.10 0.09 0.06 0.10 0.11 0.10 0.12 0.12 0.11 0.13 -0.67 0.02 0.15 0.17 0.09 0.11 0.07 0.10 -0.67 0.01 0.14 0.15 0.10 0.07 0.11 0.09 -0.69 0.02 0.15 0.14 0.09 0.06 0.05 0.09 -0.64 -0.03 0.17 0.17 0.11 0.06 0.10 0.08 -0.65 -0.01 0.17 0.17 0.10 0.11 0.11 0.10 -0.64 0.00 0.16 0.18 0.10 0.08 0.06 0.09 -0.67 0.02 0.15 0.15 0.09 0.10 0.11 0.09 -0.67 -0.01 0.16 0.17 0.10

Computed, not measured: a cluster of 4 separate species, C28H28Br2FNO7 in total, with ωB97M-V/def2-TZVPD.

Orbital gap: 7.845 eV
Max |F|: 3.31 eV Å⁻¹
SMILES string: C[C@@H](Br)[C@@H](Br)[C@@H]1NC(=O)C[C@H]1CCCF.O=C1C=CC(=O)C=C1.O=C1C=CC(=O)C=C1.O=C1C=CC(=O)C=C1
E_HOMO: -0.3507 Eh

Geometry as XYZ:
```
67
Properties=species:S:1:pos:R:3:forces:R:3
C 4.049 -1.212 2.623 -0.10 0.98 0.39
C 3.335 -1.282 3.976 0.19 -0.39 -0.17
Br 3.802 0.221 5.141 0.06 -0.17 -0.03
C 1.839 -1.515 3.854 0.17 0.98 0.54
Br 1.164 -1.950 5.644 0.01 -0.12 -0.07
C 1.042 -0.404 3.131 0.68 0.22 -0.03
N 1.852 0.794 2.753 -0.21 -0.39 -1.01
C 0.993 1.880 2.508 -1.64 -2.23 1.82
O 1.302 2.925 2.069 0.95 2.21 -1.26
C -0.418 1.409 2.857 0.63 0.26 0.79
C -0.172 0.230 3.802 -0.62 -0.17 -1.37
C -1.444 -0.589 4.025 -0.18 0.17 -0.12
C -2.313 -0.870 2.801 -0.08 -0.59 0.03
C -1.635 -1.707 1.736 -0.25 1.12 -0.06
F -0.817 -2.650 2.328 0.19 -0.47 -0.15
H 4.951 -1.801 2.623 0.16 -0.41 -0.06
H 4.360 -0.189 2.469 0.08 0.25 -0.30
H 3.398 -1.483 1.802 -0.07 -0.34 -0.24
H 3.731 -2.139 4.492 0.06 -0.20 0.41
H 1.719 -2.417 3.281 -0.12 -0.47 -0.02
H 0.829 -0.847 2.165 -0.81 -0.32 -0.04
H 2.249 0.593 1.836 0.93 0.26 0.43
H -1.045 2.122 3.370 -0.12 0.61 -0.33
H -0.830 1.143 1.891 -0.42 -0.22 -0.15
H 0.139 0.708 4.721 0.28 -0.31 0.51
H -1.264 -1.531 4.522 0.26 -0.11 0.14
H -2.061 -0.008 4.701 -0.15 0.10 0.26
H -2.691 0.034 2.344 -0.03 0.33 -0.19
H -3.194 -1.414 3.122 -0.21 -0.08 0.31
H -2.349 -2.182 1.075 -0.18 -0.42 0.01
H -1.046 -1.043 1.110 0.53 -0.13 -0.16
O 0.202 4.971 -3.442 0.14 -0.01 0.02
C 1.060 4.210 -3.039 0.00 0.04 0.02
C 1.100 3.780 -1.621 -0.04 -0.01 0.02
C 2.035 2.945 -1.180 -0.01 -0.07 0.03
C 3.079 2.408 -2.088 0.03 -0.01 0.00
O 3.929 1.643 -1.685 -0.05 -0.01 -0.01
C 3.040 2.840 -3.508 -0.02 0.03 -0.04
C 2.102 3.676 -3.949 0.06 -0.02 -0.03
H 0.331 4.181 -0.972 0.02 0.02 0.00
H 2.078 2.624 -0.147 0.04 0.08 0.04
H 3.809 2.438 -4.155 0.01 -0.02 0.03
H 2.053 4.002 -4.980 -0.04 0.02 0.01
O -2.086 -6.288 -1.853 0.04 0.03 0.01
C -1.014 -5.749 -1.678 -0.08 -0.05 -0.01
C -0.811 -4.781 -0.570 0.02 0.07 0.05
C 0.363 -4.186 -0.378 -0.09 -0.04 -0.03
C 1.520 -4.468 -1.263 0.11 0.08 0.05
O 2.590 -3.925 -1.086 -0.05 -0.01 0.00
C 1.318 -5.435 -2.370 -0.03 -0.04 -0.03
C 0.144 -6.029 -2.562 0.06 0.01 -0.02
H -1.667 -4.592 0.065 -0.01 -0.04 0.00
H 0.522 -3.480 0.428 0.05 -0.02 0.00
H 2.175 -5.624 -3.004 0.02 0.03 0.03
H -0.024 -6.738 -3.363 -0.04 0.00 0.01
O -2.558 3.545 -6.070 -0.03 -0.03 0.03
C -3.192 3.327 -5.059 0.03 0.02 -0.03
C -2.718 3.798 -3.733 0.04 0.04 0.05
C -3.417 3.551 -2.627 0.03 -0.01 -0.05
C -4.694 2.799 -2.670 -0.03 0.01 0.09
O -5.329 2.574 -1.660 0.03 -0.02 -0.04
C -5.168 2.330 -3.996 0.00 -0.01 -0.06
C -4.472 2.575 -5.103 -0.05 -0.03 0.02
H -1.782 4.346 -3.714 -0.15 -0.03 -0.07
H -3.090 3.884 -1.650 -0.04 0.00 0.01
H -6.102 1.782 -4.007 0.00 0.01 0.04
H -4.800 2.241 -6.080 0.03 0.02 -0.01
```
Positions in Å, forces in eV/Å.

Want to see where the charge sits? The Löwdin charges in e are: -0.12 -0.78 0.68 -0.65 0.76 -0.30 0.09 -0.47 0.12 -0.05 -0.29 -0.17 -0.17 -0.21 -0.05 0.08 0.05 0.08 0.06 0.08 0.13 0.13 0.13 0.12 0.14 0.06 0.12 0.11 0.11 0.11 0.10 0.08 -0.37 0.03 0.03 -0.38 0.11 0.02 0.03 0.12 0.09 0.12 0.12 0.11 -0.38 0.02 0.02 -0.38 0.10 0.02 0.02 0.12 0.10 0.12 0.12 0.11 -0.38 0.03 0.02 -0.39 0.10 0.02 0.02 0.09 0.12 0.12 0.12

Computed, not measured: an isolated molecule of C4H11NOS, with ωB97M-V/def2-TZVPD.

Orbital gap: 9.779 eV
Relative energy (zero: lowest compared OMol25 entry of this formula, charge and spin): 134.9 kJ/mol
Max |F|: 1.46 eV Å⁻¹
SMILES string: CN[C@H](CO)CS
E_HOMO: -0.3290 Eh

Geometry as XYZ:
```
18
Properties=species:S:1:pos:R:3:forces:R:3
C 0.044 0.284 -2.330 0.12 0.29 0.09
N 0.308 1.059 -1.115 -0.26 0.10 0.20
C 0.604 0.254 0.067 -0.98 -1.06 0.21
C 1.664 -0.806 -0.273 -0.05 0.72 1.07
O 2.076 -1.532 0.878 0.16 0.00 0.16
C -0.626 -0.491 0.646 -0.35 -0.17 -0.03
S -1.955 0.702 1.055 0.16 0.06 0.01
H -0.537 -0.625 -2.162 0.10 -0.24 0.01
H -0.551 0.887 -3.014 0.18 0.13 -0.04
H 1.005 0.065 -2.797 -0.22 -0.27 -0.19
H -0.525 1.602 -0.922 0.16 0.23 0.09
H 0.924 0.884 0.909 0.35 0.17 -0.44
H 1.232 -1.572 -0.900 0.09 0.03 -0.55
H 2.491 -0.262 -0.727 0.22 -0.32 -0.38
H 2.613 -0.976 1.452 -0.07 0.04 -0.14
H -0.333 -1.029 1.544 0.07 0.14 0.07
H -1.060 -1.242 -0.025 0.31 0.20 -0.15
H -2.557 -0.018 2.007 0.02 -0.05 0.00
```
Positions in Å, forces in eV/Å.

Want to see where the charge sits? The Löwdin charges in e are: -0.13 -0.09 -0.42 -0.23 -0.06 -0.52 0.70 0.07 0.08 0.08 0.06 0.14 0.12 0.13 0.09 0.07 0.07 -0.15